Formula: C6H7N
Source: OMol25
Level of theory: wB97M-V/def2-TZVPD

Computed properties:
* expectation value of S²: 0.795
* spin multiplicity: 2
* gap between HOMO and LUMO (spin up / spin down): 5.76 / 5.58 eV
* ΔE to the lowest compared entry with this formula, charge and spin: 285.45 kJ/mol
* E_LUMO (spin up / spin down): 0.15503 / 0.15388 Ha
* highest occupied orbital energy (spin up / spin down): -0.057 / -0.051 hartree
* net charge: -1

Each line ends with the Löwdin spin population.
Cartesian coordinates (Å):
C (0.20, -1.31, -1.15)  -0.01
C (0.82, -1.76, -0.02)  0.23
N (0.65, 0.00, 1.91)  0.04
C (1.00, -0.36, 0.60)  0.03
C (0.04, 0.01, -0.64)  0.30
C (-0.93, 1.01, -0.80)  0.04
C (-1.10, 2.05, 0.05)  0.30
H (-0.11, -1.86, -2.04)  -0.01
H (1.21, -2.74, 0.23)  0.02
H (0.25, -0.82, 2.37)  0.00
H (1.96, 0.09, 0.31)  0.01
H (-1.50, 0.95, -1.73)  0.00
H (-0.61, 1.95, 1.02)  0.02
H (-1.88, 2.78, -0.10)  0.03

---

Formula: C4H13NO2
Source: OMol25
Level of theory: wB97M-V/def2-TZVPD

Computed properties:
* SMILES: C1CCNC1.O.O
* gap between HOMO and LUMO: 9.59 eV
* ΔE to the lowest compared entry with this formula, charge and spin: 81.81 kJ/mol
* E_LUMO: 0.02218 Ha
* highest occupied orbital energy: -0.330 hartree
* net charge: 0

Each line ends with the natural charge from an NBO analysis.
Cartesian coordinates (Å):
C (-2.41, -0.39, -2.13)  -0.41
C (-1.25, 0.68, -2.36)  -0.43
C (-0.39, 0.39, -1.17)  -0.23
N (-0.53, -1.08, -0.85)  -0.63
C (-1.70, -1.63, -1.59)  -0.24
H (-3.00, -0.55, -3.03)  0.21
H (-3.09, 0.08, -1.41)  0.20
H (-1.64, 1.70, -2.35)  0.21
H (-0.61, 0.66, -3.24)  0.20
H (0.67, 0.66, -1.28)  0.20
H (-0.70, 0.87, -0.26)  0.18
H (0.27, -1.59, -1.20)  0.35
H (-2.33, -2.14, -0.86)  0.20
H (-1.45, -2.22, -2.46)  0.18
O (1.38, 1.26, 2.75)  -0.94
H (1.07, 1.33, 3.66)  0.47
H (0.84, 0.51, 2.48)  0.48
O (3.84, 0.41, 3.80)  -0.96
H (3.30, -0.31, 4.14)  0.46
H (3.25, 0.84, 3.15)  0.49